Model a:
DFT (the ωB97M-V functional and the def2-TZVPD basis) results for a cluster of 4 separate species, C5H17NO3 in total.

As for the SMILES: CN1CCCC1.O.O.O. Its HOMO-LUMO gap is 9.36 eV. Its highest occupied orbital energy is -8.889 eV.

Geometry as ORCA input:
```
! wB97M-V def2-TZVPD RIJCOSX def2/J DEFGRID3
* xyz 0 1
H 2.803 0.431 -2.084
H -2.434 -0.937 -1.548
H 2.755 0.407 0.119
H -1.529 0.254 0.584
C 2.170 -0.477 -2.118
H 0.806 1.553 0.642
C -0.103 -0.311 -1.016
C -0.553 -0.175 0.431
H -0.768 -1.161 0.879
H 2.112 -1.153 0.926
H -0.582 -1.448 2.457
O -3.356 -0.686 -1.426
H 2.858 -1.282 -2.165
H -0.373 0.530 -1.659
O -1.652 2.545 1.687
O -0.878 -0.955 3.233
C 1.913 -0.233 0.240
N 1.296 -0.775 -1.008
H 1.616 -0.295 -3.089
H -3.302 -0.119 -2.194
H -0.539 -1.231 -1.470
H -1.775 2.282 0.779
C 0.780 0.525 1.004
H -0.724 2.400 1.831
H -1.552 -0.357 2.932
H 1.010 0.668 2.033
*
```

Löwdin atomic charge list, values in e, 2 entries: 0.08 -0.01

=====

Model b:
DFT (the ωB97M-V functional and the def2-TZVPD basis) results for a cluster of 4 separate species, C5H17NO3 in total.

As for the SMILES: CC/C=C(/C)N.O.O.O. Its HOMO-LUMO gap is 8.99 eV. Its highest occupied orbital energy is -8.401 eV.

Geometry as ORCA input:
```
! wB97M-V def2-TZVPD RIJCOSX def2/J DEFGRID3
* xyz 0 1
H 0.356 2.043 1.679
O 0.668 -2.329 -0.646
H -1.055 0.109 -3.179
C -1.676 0.171 1.110
H 1.328 -2.795 -1.175
H 0.673 -1.411 -0.953
H 1.728 0.968 -1.805
H -1.500 0.267 -1.032
H -1.603 1.048 1.762
H 1.107 2.477 -1.782
C 0.761 1.443 -1.593
O 2.398 -0.736 2.039
N 0.905 1.654 0.925
C -1.273 -1.145 1.772
H -1.828 -2.012 1.417
C -0.898 0.488 -0.170
H -0.220 -1.402 1.663
H 0.053 1.189 -2.363
H 1.933 -0.349 1.285
O -0.733 -0.777 -3.091
H -2.718 0.164 0.803
H -1.097 -1.539 -2.649
H 2.306 -0.029 2.687
H -1.471 -1.034 2.839
H 1.646 2.288 0.671
C 0.208 1.248 -0.214
*
```

Löwdin atomic charge list, values in e, 2 entries: 0.10 -0.05

=====

The relative energies come out as model a 79.1; model b 0.0, with values in kJ/mol.

=====

Model a:
DFT (the ωB97M-V functional and the def2-TZVPD basis) results for a cluster of 2 separate species, C5H12NO in total.

As for the expectation value of S²: 0.758. Its HOMO-LUMO gap (alpha / beta) is 6.75 / 4.45 eV. Its highest occupied orbital energy (alpha / beta) is -17.933 / -17.930 eV.

Geometry as ORCA input:
```
! wB97M-V def2-TZVPD RIJCOSX def2/J DEFGRID3
* xyz 2 2
H 0.038 -1.363 -0.768
H -2.512 -0.588 0.504
C 0.949 0.983 -0.359
C -1.443 0.908 2.358
H 1.634 0.230 -0.736
H -1.657 -1.956 -1.051
C -0.976 -1.429 -0.377
C -0.746 0.229 1.394
H 1.608 1.832 -0.255
H 1.134 1.079 1.866
C 0.691 0.387 1.144
O 1.656 -0.798 -3.086
H 0.012 1.233 -0.850
H -1.099 1.785 2.941
H -2.297 0.541 2.941
H 1.616 -1.650 -3.535
H 1.738 -0.226 -3.858
H 1.146 -0.600 1.256
N -1.490 -0.598 0.469
*
```

Löwdin atomic charge list, values in e, 2 entries: 0.13 0.21

=====

Model b:
DFT (the ωB97M-V functional and the def2-TZVPD basis) results for a cluster of 2 separate species, C5H12NO in total.

As for the expectation value of S²: 0.759. Its HOMO-LUMO gap (alpha / beta) is 5.76 / 3.42 eV. Its highest occupied orbital energy (alpha / beta) is -17.153 / -17.150 eV.

Geometry as ORCA input:
```
! wB97M-V def2-TZVPD RIJCOSX def2/J DEFGRID3
* xyz 2 2
N 1.104 0.057 0.387
H 0.594 -5.066 -1.610
H -1.540 4.181 -0.818
H -1.261 1.911 -1.575
C -0.281 -0.090 0.457
C -1.502 3.456 -0.016
H 0.774 -3.807 -0.760
C -0.859 2.171 -0.567
H -0.624 -1.099 0.714
C 1.974 -0.861 0.637
H 1.710 -1.868 0.950
H 0.216 2.293 -0.726
O 0.752 -4.764 -0.706
H -0.976 3.810 0.864
H 1.445 1.019 0.387
H -2.153 1.018 0.650
H -2.534 3.313 0.287
H 3.021 -0.570 0.630
C -1.145 0.996 0.230
*
```

Löwdin atomic charge list, values in e, 2 entries: 0.10 0.06

=====

The relative energies come out as model a 7.2; model b 0.0, with values in kJ/mol.

=====

Model a:
DFT (the ωB97M-V functional and the def2-TZVPD basis) results for a cluster of 2 separate species, C4H13NO2 in total.

As for the SMILES: C[C@H](N)CCO.O. Its HOMO-LUMO gap is 10.18 eV. Its highest occupied orbital energy is -9.302 eV.

Geometry as ORCA input:
```
! wB97M-V def2-TZVPD RIJCOSX def2/J DEFGRID3
* xyz 0 1
H 0.588 0.491 2.403
O 1.967 1.767 -1.922
N -0.604 0.174 -0.239
H -1.456 0.154 0.344
H 1.827 -0.453 0.599
H 2.347 1.274 0.764
O -5.708 -4.406 -0.790
H 3.138 0.104 -1.238
C 0.278 1.145 0.447
H 0.786 2.231 2.240
C 0.160 1.394 1.939
H -5.425 -5.113 -0.197
H -4.937 -4.346 -1.370
C 1.702 0.559 0.205
H -0.850 1.370 2.471
H 1.521 -0.214 -1.808
H 0.117 2.113 -0.077
H -0.364 -0.842 -0.182
H 2.783 2.068 -2.328
C 2.131 0.529 -1.263
*
```

Löwdin atomic charge list, values in e, 2 entries: 0.07 -0.05

=====

Model b:
DFT (the ωB97M-V functional and the def2-TZVPD basis) results for a cluster of 3 separate species, C4H13NO2 in total.

As for the SMILES: C=NCCC.O.O. Its HOMO-LUMO gap is 10.11 eV. Its highest occupied orbital energy is -9.493 eV.

Geometry as ORCA input:
```
! wB97M-V def2-TZVPD RIJCOSX def2/J DEFGRID3
* xyz 0 1
H -1.749 2.304 -0.192
O -3.270 -0.627 -1.214
H -1.245 1.783 -1.881
H 1.701 0.251 0.383
H -4.229 -0.778 -1.199
C 1.355 -0.686 -0.045
N -0.676 0.648 -0.176
H 1.045 1.644 3.307
H 3.203 -1.775 -0.295
H 2.044 -2.121 -1.554
H 1.084 -1.408 0.725
H 2.967 -0.669 -1.600
H -3.280 -0.183 -2.077
C -1.134 1.634 -0.799
C 2.424 -1.316 -0.915
O 1.460 0.939 3.795
H 1.415 0.175 3.212
H -0.620 -1.278 -0.651
C 0.025 -0.442 -0.818
H 0.243 -0.313 -1.884
*
```

Löwdin atomic charge list, values in e, 2 entries: 0.07 -0.07

=====

Model c:
DFT (the ωB97M-V functional and the def2-TZVPD basis) results for a cluster of 2 separate species, C4H13NO2 in total.

As for the SMILES: NCCCCO.O. Its HOMO-LUMO gap is 9.98 eV. Its highest occupied orbital energy is -9.105 eV.

Geometry as ORCA input:
```
! wB97M-V def2-TZVPD RIJCOSX def2/J DEFGRID3
* xyz 0 1
H -0.271 0.644 -1.329
O -6.197 -1.513 -1.204
H 1.414 -1.157 1.720
C 0.411 0.584 1.440
H 0.459 -1.635 -0.839
H 1.170 2.174 0.284
H 2.754 1.078 -1.347
H -7.087 -1.489 -0.818
H 0.091 1.500 2.062
N 0.940 -0.463 2.298
H 0.880 0.846 -2.550
H 1.628 -0.134 2.949
C 1.564 1.210 0.549
O 0.586 -1.133 -1.644
H 2.505 1.259 1.155
H 2.666 -0.339 -0.590
C 2.015 0.500 -0.728
H -0.353 0.058 0.832
H -5.894 -2.253 -0.648
C 0.717 0.264 -1.590
*
```

Löwdin atomic charge list, values in e, 2 entries: 0.10 -0.07

=====

The relative energies come out as model a 0.0; model b 25.3; model c 88.0, with values in kJ/mol.

=====

Model a:
DFT (the ωB97M-V functional and the def2-TZVPD basis) results for a cluster of 3 separate species, C4H13NO2 in total.

As for the SMILES: CC/C=C/N.O.O. Its HOMO-LUMO gap is 8.80 eV. Its highest occupied orbital energy is -7.966 eV.

Geometry as ORCA input:
```
! wB97M-V def2-TZVPD RIJCOSX def2/J DEFGRID3
* xyz 0 1
H 0.230 -0.985 0.670
H -0.199 1.254 -0.545
H -3.253 -3.893 1.265
H 1.536 -1.287 -0.442
H -2.181 -4.144 0.249
C -0.466 -1.114 -1.394
C 1.800 1.561 -0.167
H 0.953 3.335 -0.835
H -0.492 -2.148 -1.742
N 1.750 2.940 -0.374
H -1.155 1.447 1.496
C 0.763 0.756 -0.408
O -1.052 1.900 2.357
H -0.373 -0.542 -2.317
H 2.723 1.260 0.311
O -2.298 -3.853 1.137
H -0.097 1.721 2.522
H 2.632 3.407 -0.523
H -1.416 -0.857 -0.926
C 0.594 -0.758 -0.335
*
```

Löwdin atomic charge list, values in e, 2 entries: 0.10 0.10

=====

Model b:
DFT (the ωB97M-V functional and the def2-TZVPD basis) results for a cluster of 2 separate species, C4H13NO2 in total.

As for the SMILES: C[C@@H](O)CCN.O. Its HOMO-LUMO gap is 9.46 eV. Its highest occupied orbital energy is -8.742 eV.

Geometry as ORCA input:
```
! wB97M-V def2-TZVPD RIJCOSX def2/J DEFGRID3
* xyz 0 1
H 0.392 -0.482 6.191
H 2.211 1.935 -1.433
H -2.027 -0.156 -1.393
O -0.177 0.007 6.788
H -1.344 -0.038 1.081
H -2.064 -1.638 0.899
C 2.018 0.867 -1.565
H -1.766 -1.883 -1.130
N -1.521 -0.872 0.562
C -0.007 -0.751 -1.504
O -0.268 1.547 -2.148
H -0.056 -1.061 -2.553
H 2.542 0.138 -0.959
C -1.388 -0.895 -0.876
H 2.255 0.784 -2.632
C 0.520 0.663 -1.348
H 0.244 1.742 -2.935
H -0.603 0.699 6.290
H 0.367 0.879 -0.284
H 0.672 -1.489 -1.053
*
```

Löwdin atomic charge list, values in e, 2 entries: 0.03 0.08

=====

The relative energies come out as model a 25.9; model b 0.0, with values in kJ/mol.

=====

Model a:
DFT (the ωB97M-V functional and the def2-TZVPD basis) results for a cluster of 2 separate species, C14H16 in total.

As for the SMILES: Cc1ccccc1.Cc1ccccc1. Its HOMO-LUMO gap is 9.87 eV. Its highest occupied orbital energy is -8.958 eV.

Geometry as ORCA input:
```
! wB97M-V def2-TZVPD RIJCOSX def2/J DEFGRID3
* xyz 0 1
H 1.725 0.643 -2.708
H 0.680 3.128 0.732
H -0.490 -0.413 2.254
C 2.482 1.142 -0.068
H 3.147 0.428 -0.552
C 0.631 2.363 -3.121
C -0.007 3.439 -2.530
C -0.143 3.606 -1.161
H -2.564 -3.966 1.166
C -1.717 -3.300 1.053
C -1.682 -2.139 1.786
C -2.741 -1.722 2.768
H 2.137 0.566 0.802
C 0.703 2.883 -0.313
H -2.254 -1.169 3.566
C 1.481 1.875 -0.887
H -0.463 4.191 -3.156
C -0.574 -1.316 1.658
C 0.364 -1.525 0.659
H -0.615 -4.651 -0.249
C 1.422 1.591 -2.248
H -3.515 -1.101 2.282
H -0.711 4.454 -0.789
H 0.689 2.158 -4.175
C 0.310 -2.715 -0.074
H 3.350 1.729 0.295
H 1.255 -0.957 0.408
C -0.643 -3.687 0.235
H -3.269 -2.564 3.231
H 1.012 -2.968 -0.864
*
```

Löwdin atomic charge list, values in e, 2 entries: 0.12 0.11

=====

Model b:
DFT (the ωB97M-V functional and the def2-TZVPD basis) results for a cluster of 2 separate species, C14H16 in total.

As for the SMILES: Cc1ccccc1.Cc1ccccc1. Its HOMO-LUMO gap is 9.64 eV. Its highest occupied orbital energy is -8.705 eV.

Geometry as ORCA input:
```
! wB97M-V def2-TZVPD RIJCOSX def2/J DEFGRID3
* xyz 0 1
H -0.586 2.976 2.474
H -0.262 -0.774 0.544
H 2.724 1.405 -0.527
H -3.155 2.646 2.495
H 2.011 -3.420 -0.250
H -3.326 -0.369 -1.201
C -1.093 2.124 2.036
C 1.652 -0.232 -1.466
H -4.103 1.008 1.057
H 3.227 0.267 1.507
C 2.370 0.382 -0.461
C -3.026 1.029 1.137
C 1.566 -1.643 -1.401
H 0.236 0.100 -3.193
C -2.233 0.082 0.524
C -0.834 0.127 0.753
H 1.018 -2.134 -2.196
H 2.930 -2.206 1.644
C -2.793 -0.933 -0.426
C 2.616 -1.661 0.767
C 1.110 0.462 -2.654
C 2.027 -2.339 -0.306
C -2.451 1.968 2.029
C 2.725 -0.285 0.727
H -2.023 -1.540 -0.881
H 1.852 0.609 -3.447
C -0.237 1.160 1.413
H 0.838 1.510 -2.462
H 0.802 1.174 1.690
H -3.580 -1.494 0.072
*
```

Löwdin atomic charge list, values in e, 2 entries: 0.09 0.10

=====

The relative energies come out as model a 35.2; model b 0.0, with values in kJ/mol.

=====

Model a:
DFT (the ωB97M-V functional and the def2-TZVPD basis) results for a cluster of 2 separate species, C14H16 in total.

As for the SMILES: Cc1ccccc1.Cc1ccccc1. Its HOMO-LUMO gap is 9.84 eV. Its highest occupied orbital energy is -8.926 eV.

Geometry as ORCA input:
```
! wB97M-V def2-TZVPD RIJCOSX def2/J DEFGRID3
* xyz 0 1
H -0.387 4.271 0.872
H 1.301 0.160 0.149
C 1.202 -1.901 -0.521
H 0.124 1.168 -1.892
C 0.988 -1.185 1.777
H 0.799 -3.920 -2.225
C -2.742 2.253 -0.547
H 1.935 2.639 0.736
H 1.213 -0.424 2.508
C 0.391 -3.441 1.169
C -0.838 3.473 0.278
H 0.041 -4.421 1.433
C 1.545 2.856 -0.292
H 1.413 -1.628 -1.540
H -0.216 -4.713 -1.093
C 0.705 -2.514 2.137
H 1.484 -5.052 -0.987
C 0.848 -3.172 -0.126
C -2.194 3.213 0.307
C 0.789 -4.247 -1.180
C 0.076 2.741 -0.525
H -3.739 1.859 -0.449
C -1.912 1.495 -1.365
H 2.070 1.963 -0.654
H -2.843 3.716 1.014
C 1.191 -0.874 0.439
H 0.637 -2.747 3.195
H -2.311 0.798 -2.081
C -0.552 1.749 -1.251
H 1.899 3.833 -0.612
*
```

Löwdin atomic charge list, values in e, 2 entries: 0.11 0.06

=====

Model b:
DFT (the ωB97M-V functional and the def2-TZVPD basis) results for a cluster of 2 separate species, C14H16 in total.

As for the SMILES: Cc1ccccc1.Cc1ccccc1. Its HOMO-LUMO gap is 9.78 eV. Its highest occupied orbital energy is -8.845 eV.

Geometry as ORCA input:
```
! wB97M-V def2-TZVPD RIJCOSX def2/J DEFGRID3
* xyz 0 1
H 3.426 -1.768 2.251
H -0.615 -0.742 -4.411
C 1.435 -1.211 2.587
C -0.762 0.474 -1.225
C 2.729 -0.942 2.223
C -1.778 -0.303 -0.720
H 0.795 0.623 -2.495
C 2.450 2.765 1.295
H -0.635 -0.417 2.615
H 1.962 2.823 0.326
H -0.234 1.147 -0.585
H -2.642 -1.657 -3.776
H 0.042 1.877 2.122
H -2.128 -0.123 0.280
C -0.233 0.272 -2.529
C 0.438 -0.269 2.387
H 3.520 2.906 1.138
H -4.466 -1.573 -2.400
C -0.916 -0.538 -3.380
H -4.307 -2.094 -0.691
H -4.599 -0.392 -1.133
C -4.035 -1.286 -1.394
C 0.726 1.043 1.936
H 3.932 0.526 1.224
C -2.558 -1.017 -1.659
C 2.058 1.359 1.697
H 1.150 -2.134 3.064
C 2.972 0.315 1.704
C -2.158 -1.094 -2.964
H 2.166 3.472 2.087
*
```

Löwdin atomic charge list, values in e, 2 entries: 0.11 0.10

=====

The relative energies come out as model a 0.0; model b 35.3, with values in kJ/mol.